This record from OMol25 describes a molecular structure, C36H33ClIN5O4Sm in a non-equilibrium geometry. The level of theory is wB97M-V/def2-TZVPD.

Last column: Löwdin charge in e.
Atoms and positions in Å:
Sm1 10.64517 9.86178 12.37925  1.79
C1 12.71844 10.81752 8.20555  -0.04
C2 11.67731 10.98867 7.31012  -0.02
C3 10.37757 11.01620 7.78132  0.01
C4 10.13597 10.82700 9.12407  -0.20
N1 11.14440 10.52569 9.98903  -0.01
C5 12.39631 10.54419 9.52003  -0.15
C6 8.85666 11.06260 9.79776  -0.28
C7 7.82621 11.75364 9.19193  -0.04
C8 6.58267 11.88582 9.86949  -0.07
C9 6.42196 11.40678 11.11544  -0.03
C10 7.61058 10.89668 11.87885  -0.31
N2 8.75911 10.49754 11.02596  -0.05
C11 7.35507 9.62769 12.74852  -0.19
C12 6.08281 9.13444 12.98824  0.02
C13 5.95174 7.91900 13.61847  -0.03
C14 7.08997 7.25302 14.07187  -0.01
C15 8.34386 7.81615 13.79404  -0.08
N3 8.43248 8.96906 13.13462  0.00
H1 13.77833 10.81587 7.97270  0.12
H2 11.86412 11.02964 6.25302  0.12
H3 9.59952 11.26000 7.12465  0.10
H4 13.24061 10.32420 10.22494  0.12
H5 7.96500 12.16045 8.18765  0.10
H6 5.74990 12.31291 9.36278  0.11
H7 5.43820 11.43514 11.52390  0.10
H8 5.21487 9.71982 12.68237  0.12
H9 4.97467 7.51259 13.85327  0.12
H10 6.99098 6.35361 14.63303  0.11
H11 9.26150 7.30874 14.02708  0.11
Cl1 12.45690 6.81772 18.90874  0.70
C16 12.29900 7.30652 17.24861  -0.60
C17 12.69404 6.36504 16.29943  -0.17
C18 12.55771 6.63570 14.95217  -0.69
I1 13.35773 5.38759 13.55951  1.01
C19 11.88111 7.76260 14.50690  -0.48
O1 11.64314 8.02831 13.26444  -0.30
C20 11.50646 8.70980 15.50731  -0.19
N4 10.92458 9.84647 15.03180  0.04
C21 10.63295 10.78852 15.92846  -0.13
C22 10.91703 10.74023 17.29161  -0.03
C23 11.39338 9.56474 17.78290  0.02
C24 11.72629 8.52498 16.87512  -0.17
H12 13.27320 5.45430 16.54256  0.11
H13 10.17057 11.71524 15.59803  0.10
H14 10.69986 11.54754 17.93629  0.10
H15 11.52570 9.42234 18.83179  0.10
N5 12.45510 11.86081 13.06135  0.04
C25 13.75232 11.30852 13.30656  -0.32
C26 14.07511 10.64602 14.49283  -0.05
C27 15.29165 10.00575 14.67881  -0.05
C28 16.29149 10.07400 13.66728  -0.06
C29 15.95866 10.76423 12.49058  -0.08
C30 14.73534 11.36930 12.31845  -0.07
H16 12.51786 12.63034 12.38194  0.12
H17 11.99354 12.11000 13.93071  0.07
H18 13.39943 10.75838 15.32507  0.10
H19 15.52486 9.46949 15.60188  0.11
H20 17.25879 9.62650 13.84519  0.10
H21 16.67850 10.71856 11.67431  0.11
H22 14.48643 11.92936 11.40254  0.11
C31 7.50924 13.66689 14.31348  -0.02
O2 7.21090 12.74510 13.28261  0.02
C32 8.15044 11.92468 12.85385  -0.38
O3 9.33768 11.94980 13.22658  -0.02
H23 6.60582 14.21555 14.49216  0.10
H24 8.33023 14.33585 14.11038  0.10
H25 7.82879 13.17904 15.25245  0.10
C33 9.23206 6.10564 9.53983  -0.15
C34 10.62526 6.27970 9.01353  -0.15
C35 11.31802 7.11770 10.11301  -0.14
O4 10.22504 7.81265 10.77574  -0.28
C36 9.02815 7.50535 10.12577  -0.22
H26 9.24688 5.34942 10.36971  0.14
H27 8.53487 5.82908 8.78375  0.11
H28 10.53855 6.84230 8.07113  0.12
H29 11.07607 5.31976 8.76432  0.12
H30 12.06734 7.82951 9.78786  0.10
H31 11.83421 6.57135 10.90150  0.08
H32 8.86898 8.24067 9.29851  0.13
H33 8.19763 7.65825 10.84826  0.12

Output
2S+1: 6
Charge: +1
Energy above the lowest of the compared OMol25 structures with the same formula, charge and spin (kJ/mol): 0.0
Gap between HOMO and LUMO (spin up / spin down) (eV): 6.70 / 6.77
⟨S²⟩: 8.759
HOMO (spin up / spin down) (eV): -9.377 / -9.389
E_LUMO (spin up / spin down) (eV): -2.68 / -2.61